Here is a cluster of 2 separate species, CH7BrOSi2 in total from the OMol25 dataset. Energies are from the ωB97M-V functional and the def2-TZVPD basis.

Output
LUMO (eV): -0.32
Total energy (Eh): -3270.53485
HOMO (hartree): -0.3272
Energy above the lowest of the compared OMol25 structures with the same formula, charge and spin (kcal/mol): 58.4
Orbital gap (eV): 8.586

Geometry as ORCA input:
```
! RIJCOSX wB97M-V def2-TZVPD def2/J DEFGRID3
* xyz 0 1
C 0.41 2.06 0.43
O -0.25 -0.74 0.23
Si -1.00 -2.15 0.07
Si 0.73 0.38 -0.37
Br 2.72 -0.43 -0.07
H 0.39 2.79 -0.39
H -0.45 2.07 1.00
H 1.11 2.24 1.26
H -2.28 -1.74 -0.47
H -1.09 -2.44 1.43
H -0.19 -3.24 -0.61
H -0.09 1.21 -2.52
*
```

=====

Here is a structure of composition C3HBiO2 from the OMol25 dataset. Energies are from the ωB97M-V functional and the def2-TZVPD basis.

Output
LUMO (spin up / spin down) (eV): -6.84 / -7.21
Total energy (Eh): -479.56890
Expectation value of S²: 0.75
HOMO (spin up / spin down) (hartree): -0.5212 / -0.5627
Orbital gap (spin up / spin down) (eV): 7.339 / 8.099

Geometry as ORCA input:
```
! RIJCOSX wB97M-V def2-TZVPD def2/J DEFGRID3
* xyz 1 2
O -0.19 1.47 0.24
O -1.47 -0.06 -0.66
C -0.36 0.30 -0.18
Bi -2.19 1.97 -0.44
C 1.20 -1.72 0.48
C 0.70 -0.70 0.00
H 2.30 -1.26 0.55
*
```

=====

Here is a cluster of 10 separate species, C13H46N10O10 in total from the OMol25 dataset. Energies are from the ωB97M-V functional and the def2-TZVPD basis.

Output
SMILES: NC(N)=O.NC(N)=O.NC(N)=O.NC(N)=O.NC(N)=O.CCO.CCO.CCO.CO.CO
LUMO (eV): -0.52
Total energy (Eh): -1822.71246
HOMO (hartree): -0.3065
Energy above the lowest of the compared OMol25 structures with the same formula, charge and spin (kcal/mol): 147.4
Orbital gap (eV): 7.825

Geometry as ORCA input:
```
! RIJCOSX wB97M-V def2-TZVPD def2/J DEFGRID3
* xyz 0 1
C -2.00 -23.26 9.32
C -1.17 -22.61 10.42
O -1.60 -21.30 10.51
H -1.55 -24.18 9.22
H -1.95 -22.73 8.38
H -3.02 -23.46 9.56
H -0.07 -22.58 10.22
H -1.29 -23.12 11.40
H -1.36 -21.02 11.37
C -8.35 -24.02 4.02
C -7.85 -23.07 5.12
O -8.29 -21.78 4.77
H -7.93 -23.84 3.04
H -9.40 -23.79 3.72
H -8.15 -25.04 4.30
H -6.79 -23.10 5.41
H -8.30 -23.31 6.12
H -7.94 -21.13 5.29
C -4.70 -25.07 5.40
C -3.82 -23.84 5.18
O -3.21 -23.68 6.43
H -4.19 -25.97 5.32
H -5.35 -25.03 4.58
H -5.31 -24.95 6.25
H -4.52 -23.02 5.04
H -3.14 -23.75 4.39
H -2.84 -22.79 6.44
C -0.46 -22.64 4.86
O -0.61 -23.97 5.22
N -0.81 -22.20 3.69
N -0.05 -21.66 5.67
H -1.12 -22.94 3.06
H -0.39 -21.35 3.31
H 0.38 -21.96 6.54
H 0.21 -20.70 5.35
C -6.12 -22.18 8.70
O -6.60 -23.40 9.16
N -5.19 -22.08 7.80
N -6.49 -20.94 9.18
H -4.79 -23.04 7.46
H -5.14 -21.35 7.05
H -7.16 -20.93 9.90
H -5.99 -20.04 8.90
C -3.61 -19.14 8.97
O -4.96 -18.83 8.91
N -3.32 -20.31 8.69
N -2.71 -18.36 9.43
H -4.04 -21.06 8.38
H -2.50 -20.72 9.20
H -3.17 -17.58 9.96
H -1.77 -18.69 9.68
C -3.61 -20.61 5.12
O -4.81 -19.99 5.26
N -3.21 -21.04 3.97
N -2.83 -20.85 6.15
H -3.90 -21.00 3.13
H -2.27 -21.62 3.90
H -3.03 -20.45 7.07
H -1.82 -21.11 6.06
C -6.00 -20.63 2.45
O -6.53 -19.47 2.80
N -6.44 -21.78 2.77
N -4.84 -20.75 1.89
H -7.25 -21.85 3.36
H -5.90 -22.60 2.67
H -4.46 -19.82 1.72
H -4.39 -21.68 1.57
C -4.89 -24.46 1.42
O -4.00 -23.58 1.92
H -5.21 -25.24 2.12
H -4.40 -25.03 0.58
H -5.83 -24.13 1.07
H -3.17 -24.09 2.07
C -1.88 -25.69 2.74
O -1.49 -24.36 2.42
H -2.49 -25.83 3.68
H -0.87 -26.21 2.87
H -2.56 -26.21 2.10
H -0.66 -24.44 1.88
*
```

=====

Here is a cluster of 2 separate species, C4H12 in total from the OMol25 dataset. Energies are from the ωB97M-V functional and the def2-TZVPD basis.

Output
SMILES: CC.CC
LUMO (eV): 1.15
Total energy (Eh): -159.57037
HOMO (hartree): -0.4276
Energy above the lowest of the compared OMol25 structures with the same formula, charge and spin (kcal/mol): 9.2
Orbital gap (eV): 12.783

Geometry as ORCA input:
```
! RIJCOSX wB97M-V def2-TZVPD def2/J DEFGRID3
* xyz 0 1
C 0.22 -2.40 1.42
C 0.95 -1.24 0.74
H 0.25 -3.30 0.81
H 0.61 -2.67 2.40
H -0.84 -2.20 1.53
H 0.47 -0.28 0.97
H 0.77 -1.32 -0.30
H 2.00 -1.26 0.95
C -0.97 1.40 -1.60
C -0.19 2.27 -0.61
H -0.26 0.78 -2.15
H -1.63 0.74 -1.04
H -1.67 1.97 -2.22
H 0.89 2.09 -0.69
H -0.35 2.07 0.43
H -0.25 3.36 -0.65
*
```

=====

Here is the ion C2H5N2 with charge +1 from the OMol25 dataset. Energies are from the ωB97M-V functional and the def2-TZVPD basis.

Output
LUMO (spin up / spin down) (eV): -5.72 / -7.48
Total energy (Eh): -188.26184
Expectation value of S²: 2.01
HOMO (spin up / spin down) (hartree): -0.5492 / -0.5591
Energy above the lowest of the compared OMol25 structures with the same formula, charge and spin (kcal/mol): 0.0
Orbital gap (spin up / spin down) (eV): 9.225 / 7.730

Geometry as ORCA input:
```
! RIJCOSX wB97M-V def2-TZVPD def2/J DEFGRID3
* xyz 1 3
C -0.06 0.50 0.73
C 0.61 -0.63 -0.07
N -0.09 -1.58 -0.77
N -0.82 1.44 0.43
H 1.02 0.05 -0.85
H 1.47 -0.98 0.52
H 0.23 -2.53 -0.66
H -1.20 2.03 1.18
H -1.15 1.70 -0.52
*
```

=====

Here is the molecule C4H6N2O from the OMol25 dataset. Energies are from the ωB97M-V functional and the def2-TZVPD basis.

Output
SMILES: [H]/N=C\NC(=C)C=O
LUMO (eV): -0.01
Total energy (Eh): -340.65400
HOMO (hartree): -0.3391
Energy above the lowest of the compared OMol25 structures with the same formula, charge and spin (kcal/mol): 88.4
Orbital gap (eV): 9.219

Geometry as ORCA input:
```
! RIJCOSX wB97M-V def2-TZVPD def2/J DEFGRID3
* xyz 0 1
C 1.47 1.21 0.37
C 0.54 0.41 -0.19
C -1.81 -0.31 -0.10
C 0.89 -1.03 -0.53
H 1.02 2.25 0.66
H 2.62 0.90 0.48
H -1.11 1.82 -0.20
H -2.84 -0.15 -0.47
H -0.52 -1.27 1.14
H 0.22 -1.38 -1.34
N -0.82 0.69 -0.38
N -1.51 -1.41 0.56
O 1.85 -1.72 0.00
*
```